Entry from the Open Molecules 2025 dataset: a 7-piece molecular cluster, C8H22Br2N6O12 overall (ωB97M-V/def2-TZVPD).

CARTESIAN COORDINATES (ANGSTROEM)
Br (-3.99133, 0.14453, 5.39401)
C (-4.14411, -0.29486, 3.44349)
C (-5.00081, -1.46447, 3.30228)
Br (-5.27179, -1.69244, 1.35760)
H (-3.14381, -0.55690, 3.16456)
H (-4.46479, 0.57774, 2.90167)
H (-5.94561, -1.32325, 3.79861)
H (-4.40823, -2.31172, 3.60014)
C (2.89761, 1.80024, -3.03814)
N (1.56355, 1.84141, -2.42938)
O (1.25298, 1.02158, -1.57157)
O (0.78645, 2.74245, -2.80163)
H (3.41139, 0.95097, -2.66596)
H (3.40574, 2.73152, -2.79632)
H (2.69796, 1.73958, -4.10478)
C (-1.57149, 0.71359, -4.18136)
N (-0.74473, -0.39778, -3.69109)
O (-1.18877, -1.17541, -2.85422)
O (0.42444, -0.45349, -4.12606)
H (-2.57741, 0.69806, -3.78591)
H (-1.47154, 0.71944, -5.26295)
H (-1.12810, 1.58576, -3.73488)
C (0.99551, 4.58670, 0.02459)
N (2.44908, 4.65730, -0.13151)
O (3.15843, 3.85580, 0.47898)
O (2.91999, 5.51061, -0.88889)
H (0.64639, 5.35063, 0.71884)
H (0.74316, 3.58155, 0.34363)
H (0.71706, 4.70942, -1.01468)
C (-1.08028, -0.86193, 0.52821)
N (-1.04571, 0.50874, 1.04450)
O (0.05443, 1.05910, 1.20473)
O (-2.12574, 1.05113, 1.34142)
H (-0.17064, -1.39761, 0.73861)
H (-1.25682, -0.79173, -0.55270)
H (-1.94008, -1.31837, 1.02884)
C (3.51293, -0.09245, 0.59848)
N (3.14492, -1.51327, 0.47505)
O (3.52977, -2.18717, -0.45536)
O (2.41900, -1.93832, 1.37331)
H (3.93875, 0.19838, -0.34676)
H (4.16685, 0.11066, 1.44492)
H (2.54953, 0.37395, 0.71947)
C (0.62084, -4.24693, 1.58798)
N (-0.37674, -5.34839, 1.64239)
O (-1.56525, -5.12952, 1.52604)
O (0.10760, -6.42729, 1.86590)
H (0.05905, -3.33695, 1.46820)
H (1.32210, -4.35353, 0.76496)
H (1.11828, -4.20703, 2.55279)

Calculated values
Charge   0
DFT total energy   -182231.334 eV
Strongest force on any atom   2.63 eV/Å
Energy above the lowest of the compared OMol25 structures with the same formula, charge and spin   0.0 kJ/mol
Frontier orbital gap   0.354 Eh
Highest occupied orbital energy   -0.3797 Eh

Entry from the Open Molecules 2025 dataset: C8H22CsN2O2 as an isolated structure (ωB97M-V/def2-TZVPD).

CARTESIAN COORDINATES (ANGSTROEM)
Cs (-1.90895, 1.44793, 3.65110)
C (0.93255, 0.78768, -2.41688)
C (-0.17021, 1.84527, -2.60395)
C (-0.13200, 3.04533, -1.61801)
O (-0.47129, 2.59828, -0.33901)
C (-1.84283, 2.31423, -0.14129)
N (0.08649, 2.26045, -3.96925)
H (0.92703, 0.02612, -3.19670)
H (0.81005, 0.18873, -1.51447)
H (1.94063, 1.20199, -2.40208)
H (-1.12664, 1.32561, -2.54662)
H (-0.81872, 3.82594, -1.94536)
H (0.81987, 3.57539, -1.58498)
H (-2.34136, 1.73865, -0.92122)
H (-2.39589, 3.25204, -0.08884)
H (-1.95691, 1.84078, 0.83385)
H (-0.61799, 2.95866, -4.15978)
H (-0.16343, 1.46316, -4.53667)
C (-0.98207, -1.87769, 0.43753)
C (-0.47150, -2.13623, 1.81644)
C (0.98790, -1.82812, 2.12553)
O (1.77519, -2.84827, 1.52307)
C (3.17105, -2.78840, 1.90783)
N (-1.27386, -1.46249, 2.76103)
H (-1.03763, -0.80329, 0.26243)
H (-1.97891, -2.30477, 0.32797)
H (-0.36355, -2.31348, -0.34709)
H (-0.66028, -3.19971, 1.96308)
H (1.29569, -1.60581, 3.14726)
H (1.24299, -0.85965, 1.69530)
H (3.35779, -2.80295, 2.98162)
H (3.59610, -1.90502, 1.43128)
H (3.60515, -3.71144, 1.52356)
H (-1.63791, -2.04247, 3.50343)
H (-2.19657, -1.20643, 2.43988)

Calculated values
Charge   +1
DFT total energy   -16268.813 eV
Strongest force on any atom   3.86 eV/Å
Energy above the lowest of the compared OMol25 structures with the same formula, charge and spin   160.7 kJ/mol
Frontier orbital gap   0.299 Eh
Highest occupied orbital energy   -0.4292 Eh

Entry from the Open Molecules 2025 dataset: C8H22CsN2O2 as an isolated structure (ωB97M-V/def2-TZVPD).

CARTESIAN COORDINATES (ANGSTROEM)
Cs (-6.90221, -8.05246, -1.94092)
C (-1.09702, -10.34101, 0.56954)
C (-1.08697, -9.62613, 1.87951)
C (-2.47435, -8.95090, 2.26548)
O (-2.91419, -8.05733, 1.21969)
C (-2.13589, -6.92553, 0.94957)
N (-0.71110, -10.57761, 2.81021)
H (-0.10515, -10.61617, 0.21095)
H (-1.54410, -9.74221, -0.22396)
H (-1.57242, -11.32182, 0.55944)
H (-0.30910, -8.88442, 1.69816)
H (-2.41352, -8.27030, 3.11470)
H (-3.25968, -9.68251, 2.45547)
H (-1.29906, -7.18114, 0.29959)
H (-1.85405, -6.46539, 1.89664)
H (-2.53711, -6.10567, 0.35380)
H (-1.57008, -10.78348, 3.29996)
H (-0.14424, -10.19406, 3.55295)
C (-8.82379, -13.94183, -1.17550)
C (-9.95239, -13.16612, -1.75450)
C (-11.23130, -14.07321, -1.95413)
O (-12.32329, -13.20039, -1.89466)
C (-13.48683, -13.92659, -2.38465)
N (-10.13614, -11.98526, -0.89884)
H (-7.90396, -13.35712, -1.16460)
H (-8.64885, -14.77303, -1.85858)
H (-9.17371, -14.37271, -0.23742)
H (-9.80062, -12.73213, -2.74279)
H (-11.26804, -14.83213, -1.17260)
H (-11.20539, -14.51264, -2.95129)
H (-13.48871, -14.03732, -3.46901)
H (-14.43788, -13.49980, -2.06614)
H (-13.48714, -14.89844, -1.89109)
H (-10.43841, -12.27602, 0.01995)
H (-10.85336, -11.39477, -1.29510)

Calculated values
Charge   +1
DFT total energy   -16268.318 eV
Strongest force on any atom   3.36 eV/Å
Energy above the lowest of the compared OMol25 structures with the same formula, charge and spin   208.4 kJ/mol
Frontier orbital gap   0.273 Eh
Highest occupied orbital energy   -0.4118 Eh

Entry from the Open Molecules 2025 dataset: C8H22CsN2O2 as an isolated structure (ωB97M-V/def2-TZVPD).

CARTESIAN COORDINATES (ANGSTROEM)
Cs (0.22545, -0.85271, 1.18527)
C (-3.78133, 2.67442, 3.17790)
C (-2.72776, 1.57442, 3.08713)
C (-1.35293, 2.07699, 3.51482)
O (-0.30509, 1.12769, 3.27715)
C (0.85040, 1.30724, 4.03513)
N (-3.07844, 0.25862, 3.82573)
H (-4.72306, 2.36371, 2.72546)
H (-3.37822, 3.54526, 2.66096)
H (-4.08676, 2.86281, 4.20714)
H (-2.58158, 1.39278, 2.02237)
H (-1.36059, 2.37754, 4.56254)
H (-1.17659, 2.98322, 2.93539)
H (1.54771, 2.06408, 3.67593)
H (1.34514, 0.36267, 3.80900)
H (0.80013, 1.31808, 5.12392)
H (-4.02641, -0.07449, 3.72334)
H (-3.04128, 0.47930, 4.81063)
C (0.10694, -2.55431, -4.15865)
C (1.22867, -2.32373, -3.15159)
C (2.26085, -1.26189, -3.58968)
O (3.23016, -1.59874, -4.53445)
C (4.06675, -0.48011, -4.68058)
N (0.60458, -1.91725, -1.90863)
H (-0.77418, -3.07809, -3.78802)
H (0.42643, -3.11799, -5.03518)
H (-0.18156, -1.60785, -4.61589)
H (1.78646, -3.25272, -3.03339)
H (2.80041, -0.89608, -2.71609)
H (1.70210, -0.37840, -3.89846)
H (4.50056, -0.12894, -3.74432)
H (3.58720, 0.36751, -5.17016)
H (4.96514, -0.77977, -5.22021)
H (-0.32182, -2.31412, -1.97486)
H (0.86251, -2.51915, -1.13967)

Calculated values
Charge   +2
DFT total energy   -16257.058 eV
Strongest force on any atom   2.99 eV/Å
Frontier orbital gap (alpha / beta)   0.299 / 0.074 Eh
Highest occupied orbital energy (alpha / beta)   -0.5150 / -0.5150 Eh
Spin multiplicity   2

Entry from the Open Molecules 2025 dataset: C8H22CsN2O6S as an isolated structure (ωB97M-V/def2-TZVPD).

CARTESIAN COORDINATES (ANGSTROEM)
Cs (1.76882, -0.45480, -2.62141)
S (1.55968, -3.77861, -4.13927)
O (1.21035, -3.30746, -2.79256)
O (0.68888, -4.89939, -4.56395)
O (1.34620, -2.63788, -5.04740)
O (2.96501, -4.20539, -4.13972)
C (-0.73698, -2.50447, 2.44628)
C (-0.03916, -1.43542, 1.63507)
C (1.33149, -1.93457, 1.16610)
O (1.97134, -1.05469, 0.24649)
C (3.07293, -0.35056, 0.79010)
N (-0.87379, -1.09769, 0.46793)
H (-0.07554, -2.84377, 3.25727)
H (-0.99225, -3.42760, 1.92672)
H (-1.64703, -2.08436, 2.87792)
H (0.02656, -0.53214, 2.26237)
H (1.19347, -2.89310, 0.65362)
H (1.96172, -2.16078, 2.03065)
H (2.67509, 0.50170, 1.35754)
H (3.63392, 0.10682, -0.03041)
H (3.82236, -0.83217, 1.41998)
H (-0.26261, -0.57673, -0.15657)
H (-1.60232, -0.43629, 0.71266)
C (0.21887, 3.52199, -0.04473)
C (-0.35290, 2.14666, -0.45323)
C (-1.83740, 2.12672, -0.12535)
O (-2.07089, 1.98134, 1.25298)
C (-3.34080, 2.43294, 1.66578)
N (-0.05141, 1.92448, -1.88481)
H (-0.07146, 4.24280, -0.81792)
H (1.30577, 3.50530, -0.13459)
H (-0.15635, 3.83230, 0.92581)
H (0.16001, 1.38272, 0.13272)
H (-2.33519, 1.27650, -0.61971)
H (-2.27258, 3.03930, -0.55633)
H (-3.61256, 3.39379, 1.21017)
H (-3.35840, 2.62191, 2.73686)
H (-4.07743, 1.67821, 1.36853)
H (-0.52298, 2.65027, -2.42276)
H (-0.62245, 1.08212, -1.99279)

Calculated values
Charge   -1
DFT total energy   -35301.043 eV
Strongest force on any atom   2.69 eV/Å
Energy above the lowest of the compared OMol25 structures with the same formula, charge and spin   161.4 kJ/mol
Frontier orbital gap   0.145 Eh
Highest occupied orbital energy   -0.0907 Eh

Entry from the Open Molecules 2025 dataset: C8H22CuF3N8O6 as an isolated structure (ωB97M-V/def2-TZVPD).

CARTESIAN COORDINATES (ANGSTROEM)
Cu (-0.54525, -0.33476, -1.03988)
C (-5.33763, 0.28166, 1.43313)
O (-4.16258, 0.76585, 2.12413)
O (-4.82661, -0.98111, 0.88249)
C (-6.74786, 0.40176, 2.19935)
F (-7.26623, 1.65207, 2.27828)
F (-7.80954, -0.32548, 1.70452)
F (-6.55862, 0.10174, 3.55483)
C (-4.02592, 2.22585, 2.58043)
C (-4.70066, 2.43284, 3.92947)
H (-5.78591, 2.37887, 4.01558)
H (-4.36156, 1.70465, 4.66624)
H (-4.51302, 3.42112, 4.34921)
H (-4.39580, 2.83461, 1.75538)
H (-2.94120, 2.31830, 2.63450)
H (-5.49649, 0.93639, 0.57628)
C (-0.71990, 5.20095, -4.32508)
O (-1.24860, 4.40795, -3.64956)
N (-1.36545, 6.24580, -4.81785)
N (0.52993, 5.05734, -4.65234)
H (-2.35336, 6.20893, -4.61106)
H (-1.13229, 6.86327, -5.58235)
H (1.08407, 4.27097, -4.34467)
H (0.74063, 5.79243, -5.31215)
C (6.17157, 0.22623, -3.14935)
O (5.04348, 0.61911, -2.99776)
N (6.79859, 0.02344, -2.07894)
N (6.90937, -0.17390, -4.23211)
H (7.65400, -0.50739, -1.99771)
H (6.24533, 0.23969, -1.26209)
H (7.90977, -0.21559, -4.09964)
H (6.59127, -0.23842, -5.18853)
C (1.62578, -2.11079, 4.03665)
O (1.69129, -1.27305, 3.10780)
N (2.70873, -2.49913, 4.72188)
N (0.50476, -2.75272, 4.31428)
H (2.64520, -3.26672, 5.37523)
H (3.57000, -1.97353, 4.67648)
H (0.58382, -3.52416, 4.96138)
H (-0.27217, -2.54786, 3.70232)
C (2.01362, -5.28312, -1.67956)
O (1.60978, -4.81357, -2.70393)
N (1.22043, -5.83591, -0.83881)
N (3.30718, -5.35970, -1.39036)
H (0.28444, -5.46059, -0.89488)
H (1.57671, -6.29287, -0.01155)
H (3.65539, -5.98205, -0.67514)
H (3.89165, -4.85931, -2.04466)

Calculated values
Charge   0
DFT total energy   -85645.516 eV
Strongest force on any atom   7.75 eV/Å
Energy above the lowest of the compared OMol25 structures with the same formula, charge and spin   864.4 kJ/mol
Frontier orbital gap   0.115 Eh
Highest occupied orbital energy   -0.2361 Eh